The following is a DFT calculation (the ωB97M-V functional and the def2-TZVPD basis) of a cluster of 2 separate species, C2H6N3O2 in total in a non-equilibrium geometry.

```
13
C2H6N3O2 the ωB97M-V functional and the def2-TZVPD basis
C 0.47701 -1.19847 0.11539
C -0.73381 -0.22302 0.37084
N -1.77419 -0.51440 -0.37088
N 0.04113 1.80719 -0.53921
N -2.87500 -0.09244 0.05942
O -2.93061 0.81443 0.84858
O -3.87708 -0.59752 -0.49014
H 0.60747 -1.57344 -0.92232
H 0.55836 -1.92486 0.97812
H 1.33712 -0.55285 0.31784
H -0.75354 0.06760 1.41131
H -0.92577 1.86016 -0.38793
H 0.12760 1.33004 -1.47915
```

* E_tot: -394.390684 Ha
* relative energy (zero: lowest compared OMol25 entry of this formula, charge and spin): 169.1 kcal/mol
* molecular weight: 104.09 g mol⁻¹
* gap between HOMO and LUMO (alpha / beta): 7.52 / 7.52 eV
* charge: -1
* HOMO energy (alpha / beta): -3.339 / -3.334 eV